Molecular formula: C26H31IN8O4PS2TeW
Method: DFT, the ωB97M-V functional and the def2-TZVPD basis

Last column: Löwdin charge in e.
Cartesian coordinates (Å):
W: -0.55398 0.84595 0.61070  1.41
C: -2.46182 -2.91669 -1.36041  0.02
C: -1.98936 -1.51809 -1.12419  -0.19
N: -1.44113 -1.16628 0.01102  -0.08
N: -1.28399 -2.20316 0.91908  -0.01
C: -1.06887 -1.86659 2.12232  -1.00
S: -1.04445 -0.13083 2.62440  0.71
S: -0.70849 -2.89226 3.43791  1.02
C: -0.51506 -4.52804 2.63088  -0.35
C: 0.73621 -4.66694 1.80995  -0.29
C: 0.66666 -4.79372 0.42530  -0.04
C: 1.81116 -5.05511 -0.31536  -0.07
C: 3.03862 -5.17508 0.32135  -0.08
C: 3.11993 -5.02655 1.70117  -0.07
C: 1.97403 -4.77904 2.44153  -0.04
C: -2.16780 -0.56352 -2.21698  -0.11
C: -2.99130 -0.86422 -3.30994  0.02
C: -3.08971 -0.00181 -4.38721  -0.01
C: -2.34275 1.17073 -4.41997  0.00
C: -1.51074 1.49405 -3.35985  0.03
C: -1.45909 0.63821 -2.27610  -0.29
O: -0.67974 1.00412 -1.21747  -0.30
H: -2.10807 -3.60005 -0.60200  0.06
H: -2.14571 -3.25237 -2.34696  0.11
H: -3.55582 -2.92963 -1.34631  0.12
H: -1.42215 -4.73642 2.06742  0.09
H: -0.50036 -5.19152 3.49683  0.10
H: -0.29618 -4.75434 -0.06836  0.10
H: 1.73745 -5.20701 -1.38543  0.11
H: 3.92617 -5.41976 -0.24878  0.12
H: 4.06939 -5.14999 2.20558  0.12
H: 2.03750 -4.71903 3.52241  0.13
H: -3.56602 -1.77874 -3.32388  0.13
H: -3.73908 -0.25233 -5.21450  0.13
H: -2.41028 1.83339 -5.27216  0.13
H: -0.91801 2.39872 -3.35522  0.13
I: 3.02814 -2.27211 -3.13277  1.02
C: 2.61305 -1.67206 -1.18856  -0.69
C: 3.38944 -2.08842 -0.11311  -0.08
C: 3.04229 -1.67065 1.16154  0.00
C: 1.95339 -0.84916 1.33168  -0.11
N: 1.19450 -0.43959 0.29174  -0.09
C: 1.52778 -0.85679 -0.94727  -0.17
H: 4.24831 -2.72692 -0.26723  0.12
H: 3.61156 -1.98373 2.02518  0.14
H: 1.67494 -0.49354 2.31189  0.10
H: 0.91082 -0.51936 -1.76566  0.09
C: 1.73434 6.13076 2.76790  -0.06
C: 2.03937 4.71290 3.16203  -0.18
O: 2.33353 3.89866 1.94287  -0.20
P: 1.33103 3.13823 1.07068  0.20
O: 0.99627 1.70467 1.60556  -0.59
Te: -0.99986 3.63755 0.85818  0.93
O: 1.99614 2.85854 -0.30303  -0.26
C: 2.82551 3.80819 -1.08250  -0.18
C: 2.04788 5.04315 -1.45326  -0.06
H: 1.59035 6.72205 3.67263  0.10
H: 0.81671 6.20210 2.18000  0.06
H: 2.56025 6.56809 2.20886  0.10
H: 1.22402 4.22493 3.69457  0.12
H: 2.95380 4.62276 3.73911  0.14
H: 3.12346 3.22505 -1.94847  0.13
H: 3.70319 4.02927 -0.47895  0.13
H: 1.17540 4.80263 -2.06028  0.08
H: 2.69221 5.70459 -2.03260  0.11
H: 1.73080 5.60107 -0.56817  0.07
N: -5.49236 2.53029 -1.06312  0.19
N: -4.58780 1.87903 -0.27246  -0.23
N: -4.94615 0.89096 0.51867  0.20
C: -3.78703 0.47251 0.98069  -0.16
N: -2.77536 1.19408 0.46574  -0.22
N: -3.32089 2.09959 -0.34758  0.04
H: -6.41169 2.47067 -0.63341  0.14
H: -5.20751 3.49409 -1.20693  0.13
H: -3.68700 -0.34016 1.67902  0.12

Calculated values
LUMO level ... -0.397 hartree
Net charge ... +3
2S+1 ... 1
HOMO ... -15.9189 eV
Molar mass ... 1053.0 u
Gap between HOMO and LUMO ... 5.1159 eV
Calculated total energy ... -3518.0519 Ha
Energy relative to the best compared isomer or geometry (same formula, charge and spin) ... 0.0 kcal per mole